#one
Computed, not measured: a cluster of 11 separate species, H22O11 in total, with ωB97M-V with the def2-TZVPD basis set.

Structure (XYZ):
```
33
Properties=species:S:1:pos:R:3:nbo_charge:R:1
H -31.71119 -30.70029 -44.84536 0.45
O -27.23703 -29.25921 -48.50904 -0.94
O -30.32987 -28.29502 -45.68780 -1.00
H -28.59867 -30.56678 -45.96026 0.49
H -31.96814 -25.99119 -45.50024 0.48
O -31.88259 -25.45376 -44.66707 -0.99
O -27.93327 -29.90664 -45.91928 -0.97
H -29.39546 -28.49094 -45.92423 0.50
H -30.48621 -27.58420 -46.33691 0.50
O -30.00636 -25.58878 -48.76579 -0.97
H -26.93010 -26.41761 -47.06170 0.50
H -27.48622 -29.24825 -47.61610 0.48
H -27.51405 -29.97364 -44.94681 0.50
H -30.48362 -28.40052 -43.79236 0.52
H -31.57824 -25.86301 -47.78216 0.53
O -28.93686 -24.83143 -46.13818 -0.99
H -32.35727 -28.12966 -47.86350 0.48
H -32.79884 -29.44625 -47.21040 0.47
H -26.65913 -27.29120 -45.79695 0.47
H -31.87602 -29.53947 -45.41525 0.45
O -32.09079 -26.44768 -47.12820 -1.00
H -29.38241 -24.78109 -45.32269 0.50
H -28.34881 -25.67010 -45.99892 0.48
H -32.14556 -26.14701 -43.94299 0.47
O -32.42770 -30.06442 -45.10645 -0.90
H -30.01164 -29.23473 -42.31558 0.48
H -27.67893 -28.60428 -48.93006 0.45
O -27.07995 -27.00214 -46.42654 -0.94
H -33.02813 -26.15462 -47.25124 0.51
O -32.96159 -28.94357 -48.06318 -0.97
H -29.65743 -25.36020 -47.91817 0.49
O -30.17993 -28.38534 -42.76866 -1.01
H -29.21532 -25.96283 -49.20252 0.48
```

The calculation puts the HOMO-LUMO gap at 10.21 eV. The LUMO energy comes out at -0.453 eV.

#two
Computed, not measured: a cluster of 11 separate species, H22O11 in total, with ωB97M-V with the def2-TZVPD basis set.

Structure (XYZ):
```
33
Properties=species:S:1:pos:R:3:nbo_charge:R:1
H 1.32265 2.23503 1.61127 0.49
H 0.02135 4.65773 -0.37103 0.46
H 3.41647 -1.19836 1.06118 0.46
H -2.30052 -1.07751 -3.03498 0.47
O -3.38903 2.19125 -0.27097 -0.92
O 2.13182 2.20901 0.03823 -0.93
H -4.17367 -1.38757 0.02532 0.46
O -0.70659 4.58559 0.25658 -0.92
O -0.06918 -2.59423 3.46269 -0.94
H 0.46831 0.05215 -0.08047 0.46
H -3.71819 1.82134 -1.09790 0.46
O 4.34423 -0.06058 -2.11197 -0.93
H -0.12592 -4.76507 -1.44058 0.46
O 3.98668 -0.57783 1.52894 -0.93
H -2.48804 1.85515 -0.20592 0.46
H 3.95039 -0.75648 -1.57382 0.47
O -0.35587 -4.26556 -0.64900 -0.94
H -0.80785 0.72919 0.39184 0.47
H 1.72971 1.51450 -0.49558 0.46
O -0.32949 -0.10637 0.43661 -0.92
O -4.12702 -0.65483 0.64974 -0.93
H 2.67406 2.70180 -0.58796 0.47
H 4.69504 -1.12916 1.88003 0.47
H -0.09236 1.68949 1.71211 0.45
H -1.15762 -2.06489 -3.20490 0.47
H -1.49577 4.60477 -0.29643 0.46
H -0.75776 -2.39583 2.81811 0.47
H 0.07192 -3.54322 3.37053 0.47
H -0.99909 -3.61808 -0.95889 0.48
H 4.14059 -0.32073 -3.01742 0.46
H -4.55528 -0.99531 1.44325 0.47
O 0.43659 2.34921 1.24953 -0.95
O -1.74054 -1.68461 -2.53815 -0.94
```

The calculation puts the HOMO-LUMO gap at 9.47 eV. The LUMO energy comes out at -0.262 eV.

We find #two to be the most stable, with the next structure 13.5 kcal/mol higher.

#one
Computed, not measured: a cluster of 7 separate species, C14H42O7 in total, with ωB97M-V with the def2-TZVPD basis set.

Structure (XYZ):
```
63
Properties=species:S:1:pos:R:3:nbo_charge:R:1
C -7.67000 4.02534 -0.76802 -0.63
H 0.59576 6.67283 -0.61336 0.47
C 3.74235 1.89090 7.47902 -0.63
H -7.78168 4.53340 -1.72590 0.21
H -0.92380 8.38767 1.25581 0.22
H -5.90927 -2.43049 -5.61229 0.18
C -6.79444 -1.91007 -3.66751 -0.63
H 5.11153 0.34973 8.23050 0.16
H -1.75132 -1.52091 1.94568 0.20
H -6.44954 -2.79702 -3.13604 0.21
C 8.29397 -3.58756 -0.51511 -0.06
H 1.37638 -6.46084 -4.88910 0.17
O 6.96233 -3.99221 -0.73106 -0.72
O 1.52923 -1.35302 1.36437 -0.71
H -0.67029 -2.77075 1.33972 0.21
H 1.71412 6.74966 1.26264 0.16
H 0.23391 -7.61308 -2.86393 0.21
H -4.78930 -0.55038 -3.76236 0.46
H 6.36059 -3.28926 -0.47540 0.47
H 0.62734 9.04388 0.80245 0.20
H 0.32182 8.53479 2.53335 0.20
H 4.49923 2.64120 7.25034 0.20
C 0.19694 -0.90454 1.24460 -0.06
H 0.83819 -5.34511 -3.64063 0.16
H -6.07046 3.47853 0.59676 0.16
H -6.05563 5.09452 -0.16683 0.15
H -8.04834 3.01026 -0.88871 0.20
C -0.28232 -7.16478 -3.71284 -0.63
H -1.20667 -6.69978 -3.37012 0.20
C 0.14246 8.33766 1.47644 -0.63
H 8.93087 -4.39321 -0.14990 0.18
H -0.78946 -4.59225 -5.02737 0.48
O -0.30948 -5.36380 -5.33713 -0.74
C -0.71979 -1.87297 1.95585 -0.63
H 0.28760 6.31229 2.20750 0.17
C 4.32496 0.45118 7.48277 -0.06
H -6.69873 -1.11510 -2.92794 0.20
H 5.65060 0.47672 6.12055 0.46
H -8.36525 4.52232 -0.09146 0.22
O 0.05600 6.41212 0.13649 -0.73
O -4.68000 -1.26610 -4.39276 -0.72
H 3.37950 2.10867 8.48351 0.20
O 4.76520 0.11163 6.18673 -0.71
C -5.93378 -1.61078 -4.89426 -0.06
H 9.74682 -2.48445 -1.68541 0.20
H -4.42418 3.86086 -1.19559 0.48
H -7.85218 -2.09898 -3.85084 0.21
H 8.36243 -2.83066 0.26626 0.15
H 8.82515 -3.57014 -2.68861 0.21
H 0.05205 0.07214 1.70635 0.15
H -0.55137 -7.89894 -4.47226 0.21
H -0.03871 -0.82533 0.18333 0.18
C 8.75296 -2.90995 -1.82430 -0.63
C -6.23906 4.03207 -0.32696 -0.06
H -0.45140 -2.05700 2.99615 0.20
H -6.34551 -0.74233 -5.40843 0.15
H 8.07318 -2.11923 -2.14173 0.20
C 0.63511 6.88050 1.34467 -0.06
H 2.90622 1.95411 6.78260 0.21
H 3.55290 -0.25874 7.77948 0.17
O -5.33643 3.58582 -1.31281 -0.74
C 0.49491 -6.05840 -4.38994 -0.05
H 1.79576 -1.07263 2.24298 0.46
```

The calculation puts the HOMO-LUMO gap at 10.50 eV. The LUMO energy comes out at 0.405 eV.

#two
Computed, not measured: a cluster of 7 separate species, C14H42O7 in total, with ωB97M-V with the def2-TZVPD basis set.

Structure (XYZ):
```
63
Properties=species:S:1:pos:R:3:nbo_charge:R:1
O -0.46477 -0.41953 0.85079 -0.75
H -5.52869 -1.82178 -2.17110 0.17
C 1.47052 0.98691 -4.35758 -0.63
C -1.54258 1.29185 4.78652 -0.64
H -4.29141 -4.13238 -1.90171 0.47
H -0.45431 1.35313 4.78422 0.21
H 3.38061 -2.91791 -1.69325 0.16
C 2.62420 -2.51093 3.87100 -0.06
O -4.95932 -3.79327 -2.50212 -0.73
H 4.04434 -0.94199 -3.18356 0.21
C 1.29963 -1.67557 3.89748 -0.64
H -0.51318 4.03422 -1.60859 0.15
H 1.37526 4.40737 -0.34879 0.21
O 1.50546 -1.38114 -4.69081 -0.76
C -0.57142 4.87539 -0.91784 -0.06
O -1.53725 0.13653 7.06665 -0.71
H -2.01402 2.25961 4.95764 0.21
H 5.23740 -1.21848 -2.06038 0.22
H 2.23816 0.96615 -5.13114 0.22
H 1.02276 -1.26902 2.92477 0.22
H -3.13255 -1.78412 -1.35804 0.21
C -4.78434 -2.37718 -2.74170 -0.06
H 2.08851 1.06201 -3.46284 0.21
H 2.61747 -3.38843 3.22443 0.16
H 0.27783 -0.85304 0.42394 0.49
C -3.37968 -1.88003 -2.41532 -0.65
H -0.53473 5.84657 -1.41135 0.17
O 2.78853 -2.87387 5.25104 -0.72
H -2.19329 -0.66929 5.19552 0.16
H 0.71638 1.76807 -4.45338 0.21
H 0.59255 5.58359 0.68061 0.21
H -4.87630 -2.02610 -3.76950 0.17
C -2.07063 0.24957 5.76890 -0.08
H -2.58701 -2.40412 -2.94927 0.21
H 1.15853 -2.12495 -5.18879 0.49
C 0.63199 -0.28491 -4.48819 -0.06
H 0.41147 0.62821 -1.30793 0.21
H -1.65798 1.22323 0.94032 0.18
H 3.57396 -3.42391 5.29740 0.46
H 0.18980 3.78681 0.84190 0.22
H 3.42866 -1.77541 -0.34308 0.16
H -1.20887 0.04677 -1.38893 0.21
H -3.13282 0.42746 5.93684 0.16
O 1.95641 -1.53401 -1.61673 -0.74
H 0.12807 1.48438 0.93838 0.15
H -0.90168 -0.58198 7.02923 0.47
C -0.60460 0.86130 -0.98954 -0.64
O -1.90778 4.69165 -0.44425 -0.73
H 0.03458 -0.41527 -3.58585 0.17
H 3.47899 -1.97364 3.46021 0.15
H -3.25516 -0.88411 -2.84045 0.21
H -2.41690 4.48988 -1.23272 0.46
H 1.32012 -0.76003 4.48864 0.21
C 3.27589 -1.86837 -1.41831 -0.06
H 3.95984 0.12825 -1.78880 0.21
C 0.45212 4.62028 0.19028 -0.63
C -0.69920 0.90105 0.53408 -0.05
H 1.84235 -1.60626 -2.56719 0.48
C 4.20022 -0.88643 -2.10620 -0.65
H 0.01655 -0.20238 -5.38403 0.17
H -0.78692 1.86042 -1.38530 0.19
H 0.42699 -2.29636 4.10049 0.21
H -1.75863 0.98562 3.76297 0.21
```

The calculation puts the HOMO-LUMO gap at 10.28 eV. The LUMO energy comes out at 0.356 eV.

We find #one to be the most stable, with the next structure 8.9 kcal/mol higher.

#one
Computed, not measured: a structure of composition C4H6OS, with ωB97M-V with the def2-TZVPD basis set.

Structure (XYZ):
```
12
Properties=species:S:1:pos:R:3:nbo_charge:R:1
H 1.40332 -0.09132 0.82322 0.23
O -3.82859 0.14189 -0.72544 -0.92
C -0.51650 0.32235 -0.01809 -0.05
C 0.98069 0.20972 -0.07807 -0.66
S -3.03880 0.01975 0.49404 1.12
H 1.45051 1.14850 -0.20197 0.23
C -1.10061 1.42294 0.30877 -0.22
H -0.92094 -1.69138 0.50736 0.22
H -1.53276 -1.01678 -1.07538 0.24
C -1.46506 -0.85848 -0.04917 -0.62
H -1.04177 2.46078 0.14848 0.21
H 1.36716 -0.67311 -0.72193 0.22
```

The calculation puts the HOMO-LUMO gap (spin up / spin down) at 8.05 / 8.07 eV. The LUMO energy (spin up / spin down) comes out at -0.170 / -0.157 eV.

#two
Computed, not measured: the molecule C4H6OS, with ωB97M-V with the def2-TZVPD basis set.

Structure (XYZ):
```
12
Properties=species:S:1:pos:R:3:nbo_charge:R:1
H -0.58193 1.65444 1.04468 0.24
O -2.11442 -0.85873 -0.20102 -0.53
H -1.02089 1.77230 -0.65458 0.24
H -2.37391 1.50614 0.55060 0.24
H 0.26066 -1.22635 -1.28964 0.25
C 1.12904 -0.84798 0.75981 -0.51
S 1.59539 0.46642 -0.27083 0.15
H 0.68571 -0.58390 1.75577 0.23
C -1.19086 -0.12733 -0.05018 0.58
C 0.20652 -0.66094 -0.37580 -0.40
H 1.71274 -1.76056 0.74697 0.24
C -1.36024 1.31042 0.29743 -0.72
```

The calculation puts the HOMO-LUMO gap at 9.90 eV. The LUMO energy comes out at 0.832 eV.

#three
Computed, not measured: the molecule C4H6OS, with ωB97M-V with the def2-TZVPD basis set.

Structure (XYZ):
```
12
Properties=species:S:1:pos:R:3:nbo_charge:R:1
H -0.64836 1.26244 0.69434 0.17
H 2.23083 -1.14109 -1.17651 0.24
S -2.49900 -0.01833 -0.15343 -0.04
C 1.31211 -0.14408 0.53193 0.06
C 2.05331 0.88397 -0.27350 -0.45
H 3.36863 -0.84698 0.21929 0.22
C 2.46115 -0.56427 -0.29127 -0.43
H 2.66748 1.58627 0.25228 0.22
O 0.03823 -0.56388 0.07857 -0.48
H 1.50082 1.25739 -1.15349 0.23
H 1.38778 -0.13181 1.61244 0.20
C -0.96474 0.29407 0.26250 0.04
```

The calculation puts the HOMO-LUMO gap at 9.24 eV. The LUMO energy comes out at 0.402 eV.

We find #two to be the most stable, with the next structure 17.2 kcal/mol higher.

#one
Computed, not measured: the molecule C4H6OS, with ωB97M-V with the def2-TZVPD basis set.

Structure (XYZ):
```
12
Properties=species:S:1:pos:R:3:nbo_charge:R:1
S 0.02523 -1.34612 -0.46277 1.25
H -2.10518 -0.09271 1.31712 0.22
H -2.89311 0.98644 0.20552 0.20
H 1.21459 0.54619 -1.47157 0.19
C -2.10006 0.33769 0.34306 -0.37
O 0.09585 -1.70760 0.93427 -0.98
H -1.10592 0.51640 -1.59842 0.21
H 2.75853 0.95486 0.24836 0.19
C -1.31428 -0.07010 -0.64539 -0.41
H 2.01594 -0.34395 1.40091 0.24
C 2.10350 0.21202 0.37212 -0.36
C 1.30493 0.00687 -0.64322 -0.39
```

The calculation puts the HOMO-LUMO gap at 10.17 eV. The LUMO energy comes out at 0.856 eV.

#two
Computed, not measured: the molecule C4H6OS, with ωB97M-V with the def2-TZVPD basis set.

Structure (XYZ):
```
12
Properties=species:S:1:pos:R:3:nbo_charge:R:1
H 0.72977 -0.19913 1.61862 0.22
H -0.97901 -1.68656 0.31132 0.27
C -1.56629 0.32958 -0.01368 0.29
S -3.17304 -0.02787 0.02897 -0.14
O -1.05401 1.45421 0.00968 -0.64
H 2.78020 0.63436 0.17163 0.23
H -0.44008 -1.07866 -1.22561 0.24
C 0.76822 -0.29011 0.49781 -0.23
H -0.04984 1.39833 0.17933 0.51
H 1.69823 0.04454 -1.27299 0.20
C -0.51807 -0.78389 -0.09686 -0.56
C 1.80391 0.20521 -0.20821 -0.38
```

The calculation puts the HOMO-LUMO gap at 9.07 eV. The LUMO energy comes out at 0.676 eV.

We find #two to be the most stable, with the next structure 42.2 kcal/mol higher.

#one
Computed, not measured: the molecule C4H6OS, with ωB97M-V with the def2-TZVPD basis set.

Structure (XYZ):
```
12
Properties=species:S:1:pos:R:3:nbo_charge:R:1
H -1.55968 -1.20603 0.96623 0.20
C 1.46332 -1.02061 -0.21354 0.01
C -0.61036 0.61860 -0.14009 -0.47
H 2.04951 -1.64742 -0.94599 0.24
H -1.36610 0.48425 -1.00703 0.22
H 0.95581 0.99350 -1.71077 0.22
H -0.36172 -0.00491 1.84555 0.18
C -0.56723 -0.56760 0.90028 -0.07
O 0.50636 -1.43081 0.67833 -0.52
S 2.39941 0.48971 0.34379 0.11
C 0.84309 0.67688 -0.66572 -0.34
H -1.05386 1.49243 0.36274 0.23
```

The calculation puts the HOMO-LUMO gap at 9.67 eV. The LUMO energy comes out at 0.937 eV.

#two
Computed, not measured: the molecule C4H6OS, with ωB97M-V with the def2-TZVPD basis set.

Structure (XYZ):
```
12
Properties=species:S:1:pos:R:3:nbo_charge:R:1
C -0.41899 1.02280 -0.00521 0.08
C -2.04217 -0.63106 0.06144 -0.19
C 0.49011 0.03215 -0.01492 -0.26
H -2.28787 -0.62190 1.28086 0.19
C 1.97805 -0.02793 -0.09008 -0.67
O -1.69434 0.75809 -0.32165 -0.51
H 2.68275 0.91202 -0.35042 0.24
H 2.24146 -0.25432 1.06014 0.23
H 2.35906 -0.96895 -0.84498 0.24
H -3.07275 -0.73433 -0.56295 0.24
S -0.27035 -1.56806 -0.15660 0.18
H 0.03503 2.08150 -0.05565 0.21
```

The calculation puts the HOMO-LUMO gap at 8.57 eV. The LUMO energy comes out at 0.751 eV.

We find #one to be the most stable, with the next structure 12.1 kcal/mol higher.

#one
Computed, not measured: the molecule C4H6OS, with ωB97M-V with the def2-TZVPD basis set.

Structure (XYZ):
```
12
Properties=species:S:1:pos:R:3:nbo_charge:R:1
H -0.54233 -0.14862 -1.63452 0.24
H -1.49339 2.18619 0.16775 0.13
C 0.83592 -0.04106 -0.08628 -0.06
C 0.67952 -1.32739 0.65431 -0.71
H 0.70515 -2.34100 0.14430 0.25
C -1.36529 1.14711 0.05088 0.46
O -2.01443 0.36267 0.69390 -0.51
H -0.39669 -1.27787 1.11555 0.25
S 2.17822 0.82218 -0.03155 0.05
H 0.20576 1.29741 -1.59875 0.24
C -0.20923 0.59508 -0.90626 -0.59
H 1.41678 -1.27468 1.43067 0.24
```

The calculation puts the HOMO-LUMO gap at 8.39 eV. The LUMO energy comes out at -0.218 eV.

#two
Computed, not measured: a structure of composition C4H6OS, with ωB97M-V with the def2-TZVPD basis set.

Structure (XYZ):
```
12
Properties=species:S:1:pos:R:3:nbo_charge:R:1
S 1.57214 -1.51080 -0.10534 0.02
C 0.90521 2.21860 -0.02736 -0.21
O -2.29307 -0.32577 -0.21607 -0.73
H 1.59651 3.19024 -0.01300 0.26
C 0.27170 -0.25116 -0.40389 -0.49
H -2.88237 -1.32389 -0.76826 0.47
C -1.03307 -0.59949 0.45698 -0.04
H -0.97140 0.04377 1.49496 0.21
H -0.99698 -1.77918 0.57419 0.18
H -0.11350 -0.56819 -1.35698 0.25
C 0.60409 1.10404 -0.21755 -0.04
H 3.34073 -0.19815 0.58231 0.12
```

The calculation puts the HOMO-LUMO gap at 7.15 eV. The LUMO energy comes out at -2.085 eV.

#three
Computed, not measured: a structure of composition C4H6OS, with ωB97M-V with the def2-TZVPD basis set.

Structure (XYZ):
```
12
Properties=species:S:1:pos:R:3:nbo_charge:R:1
H -1.85776 0.93048 -0.11296 0.19
H 1.10955 1.78806 0.72513 0.26
C 0.92660 -1.21106 -0.13395 -0.59
H 0.51980 1.78155 -1.04531 0.23
S 2.36368 0.03824 -0.52002 1.18
O 3.14302 -0.03859 0.72875 -0.96
H 1.37960 -1.67706 0.83903 0.27
H -1.91382 -0.88087 -0.11260 0.20
C -1.37155 0.05898 -0.02524 -0.36
C 0.81766 1.13438 -0.13982 -0.60
H 0.70133 -1.97964 -0.84644 0.23
C 0.00813 -0.03688 -0.06929 -0.05
```

The calculation puts the HOMO-LUMO gap at 9.68 eV. The LUMO energy comes out at 0.737 eV.

#four
Computed, not measured: the molecule C4H6OS, with ωB97M-V with the def2-TZVPD basis set.

Structure (XYZ):
```
12
Properties=species:S:1:pos:R:3:nbo_charge:R:1
H -0.46318 1.41636 1.09641 0.23
C 0.49774 -1.36468 0.67224 0.22
O -0.80494 -1.64821 0.61911 -0.65
C -0.18048 0.98883 0.13913 -0.23
C -0.83785 1.20238 -0.99961 -0.37
H -1.80617 1.72690 -1.01634 0.21
C 0.89316 0.01518 0.10636 -0.55
H 1.81488 0.33064 0.69254 0.25
H -1.29026 -0.80336 0.29339 0.49
H 1.24143 -0.19942 -0.94413 0.25
S 1.46256 -2.45868 1.32440 -0.05
H -0.52688 0.79406 -1.98350 0.21
```

The calculation puts the HOMO-LUMO gap at 9.20 eV. The LUMO energy comes out at 0.610 eV.

We find #four to be the most stable, with the next structure 9.3 kcal/mol higher.